Formula: C3H4N2O2S
Source: OMol25
Level of theory: ωB97M-V/def2-TZVPD

```
12
Properties=species:S:1:pos:R:3
C -0.5857 -0.4630 0.1768
C 1.8717 2.1225 -1.4436
C -0.6095 -1.1274 -1.2317
H -1.2707 -1.2261 3.1087
H 2.0522 2.4902 -2.5410
H 2.6274 2.5571 -0.3829
H -0.3372 -0.4261 -1.9913
N -1.3106 -1.0879 1.1657
N 0.9302 1.2549 -1.1653
O -0.8113 -0.5759 2.4257
O -1.0158 -2.2638 -1.3100
S 0.6343 0.9350 0.4918
```

HOMO-LUMO gap in eV: 8.8
Highest occupied orbital energy in eV: -9.1
M in g/mol: 132.144
ΔE to the lowest compared entry with this formula, charge and spin in kcal/mol: 136.0